Density functional theory data (ωB97M-V with the def2-TZVPD basis set) for a molecular structure, C34H40GeN6O4S2Ti at a distorted geometry.

Element x y z (Å)
Ti1 0.334 0.563 0.599
C1 -2.001 1.530 3.011
C2 -0.823 2.139 2.581
C3 0.400 1.784 3.157
C4 0.419 0.862 4.201
C5 -0.759 0.270 4.635
C6 -1.970 0.591 4.028
H1 -2.948 1.819 2.571
H2 -0.884 2.992 1.918
H3 1.307 2.317 2.895
H4 1.347 0.649 4.719
H5 -0.735 -0.416 5.473
H6 -2.890 0.138 4.377
N1 1.665 -0.827 1.860
C7 0.604 -1.843 2.109
C8 1.093 -3.293 2.159
C9 0.049 -4.437 2.127
C10 -1.068 -4.392 3.200
N2 -2.246 -3.553 2.954
C11 -3.171 -3.774 2.019
N3 -4.089 -2.837 1.788
N4 -3.248 -4.946 1.399
C12 -0.430 -1.560 1.000
O1 -0.605 -2.282 0.039
O2 -1.112 -0.448 1.210
H7 2.366 -1.230 1.240
H8 2.143 -0.604 2.725
H9 0.128 -1.573 3.052
H10 1.673 -3.422 3.077
H11 1.763 -3.433 1.308
H12 0.607 -5.357 2.311
H13 -0.374 -4.507 1.127
H14 -0.645 -4.054 4.145
H15 -1.437 -5.405 3.369
H16 -2.283 -2.644 3.391
H17 -3.850 -1.875 1.985
H18 -4.742 -2.955 1.028
H19 -2.611 -5.694 1.608
H20 -3.952 -5.109 0.701
O3 2.008 -2.869 -1.152
C13 2.947 -2.226 -1.902
C14 3.868 -3.014 -2.583
C15 4.845 -2.429 -3.364
C16 4.938 -1.043 -3.466
C17 4.070 -0.253 -2.745
C18 3.068 -0.829 -1.956
C19 2.196 0.035 -1.157
O4 0.950 -0.325 -0.888
N5 2.683 1.142 -0.692
N6 1.792 1.883 0.106
C20 2.037 3.165 -0.036
S1 1.153 4.387 0.807
C21 2.331 5.722 0.402
C22 2.854 5.452 -0.987
S2 3.285 3.683 -1.116
H21 1.221 -2.321 -1.022
H22 3.790 -4.090 -2.495
H23 5.539 -3.057 -3.906
H24 5.683 -0.592 -4.106
H25 4.137 0.826 -2.780
H26 3.115 5.712 1.155
H27 1.782 6.661 0.458
H28 3.753 6.028 -1.200
H29 2.101 5.657 -1.748
Ge1 -1.265 2.017 -0.841
C23 -0.263 2.502 -2.461
C24 0.292 1.528 -3.293
C25 1.012 1.899 -4.418
C26 1.186 3.243 -4.717
C27 0.629 4.217 -3.898
C28 -0.077 3.850 -2.763
C29 -2.886 0.954 -1.189
C30 -4.140 1.490 -0.903
C31 -5.289 0.820 -1.298
C32 -5.187 -0.388 -1.977
C33 -3.937 -0.940 -2.240
C34 -2.786 -0.281 -1.829
H30 -1.792 3.374 -0.300
H31 0.151 0.478 -3.070
H32 1.437 1.139 -5.061
H33 1.755 3.532 -5.590
H34 0.743 5.264 -4.151
H35 -0.519 4.608 -2.125
H36 -4.216 2.447 -0.398
H37 -6.261 1.248 -1.092
H38 -6.084 -0.897 -2.304
H39 -3.861 -1.870 -2.791
H40 -1.814 -0.722 -2.014

- multiplicity = 3
- ΔE to the lowest compared entry with this formula, charge and spin (kJ/mol) = 204.7
- ⟨S²⟩ = 2.01
- total charge = +2
- strongest force on any atom (eV Å⁻¹) = 2.88
- gap between HOMO and LUMO (spin up / spin down) (eV) = 7.3 / 5.4
- energy (hartree) = -5671.449138
- highest occupied orbital energy (spin up / spin down) (eV) = -12.75 / -12.74

---

Density functional theory data (ωB97M-V with the def2-TZVPD basis set) for 2 unconnected molecules or ions with the total composition C2H5NO.

Element x y z (Å)
C1 -0.829 0.642 1.047
N1 -0.549 -0.589 0.931
H1 -1.150 1.192 0.159
H2 -0.764 1.215 1.978
H3 -0.266 -0.987 1.829
C2 0.890 -0.372 -1.481
O1 0.207 -0.400 -2.471
H4 1.165 0.583 -0.986
H5 1.296 -1.282 -1.004

- ΔE to the lowest compared entry with this formula, charge and spin (kJ/mol) = 229.7
- total charge = 0
- strongest force on any atom (eV Å⁻¹) = 0.43
- SMILES string = C=N.C=O
- gap between HOMO and LUMO (eV) = 10.8
- energy (hartree) = -209.134824
- highest occupied orbital energy (eV) = -9.79

---

Density functional theory data (ωB97M-V with the def2-TZVPD basis set) for 17 unconnected molecules or ions with the total composition C21H76O17 at a distorted geometry.

Element x y z (Å)
O1 0.997 -5.066 2.332
H1 1.162 -4.193 2.791
H2 1.589 -5.704 2.709
O2 -0.162 -1.303 3.166
H3 -0.767 -1.268 2.399
H4 -0.404 -0.493 3.644
O3 4.946 -0.142 -0.591
H5 4.259 0.517 -0.355
H6 4.599 -0.579 -1.346
O4 1.514 -3.564 -0.221
H7 1.833 -4.037 -0.982
H8 1.447 -4.081 0.629
O5 3.015 2.883 2.366
H9 3.928 3.049 2.604
H10 2.743 2.356 3.093
O6 2.355 0.743 3.953
H11 2.584 -0.074 3.395
H12 1.383 0.632 3.897
O7 4.265 -2.633 1.029
H13 4.888 -1.858 0.750
H14 4.713 -3.411 0.680
O8 2.094 -2.576 3.014
H15 2.563 -2.375 2.109
H16 1.330 -1.989 3.045
O9 -1.395 3.723 2.242
H17 -0.635 4.401 2.130
H18 -2.277 4.158 2.390
O10 1.077 5.077 2.176
H19 1.118 5.548 1.317
H20 1.664 4.300 1.992
C1 0.761 0.873 1.103
C2 1.798 0.489 0.057
C3 1.081 0.383 -1.313
O11 2.717 1.547 0.016
H21 1.071 0.725 2.134
H22 -0.189 0.403 0.941
H23 0.586 1.853 0.852
H24 2.360 -0.516 0.250
H25 1.823 0.624 -2.064
H26 0.213 1.011 -1.401
H27 0.739 -0.641 -1.526
H28 2.650 2.052 0.869
C4 -3.439 0.450 -2.607
C5 -3.357 1.733 -3.430
C6 -3.768 2.956 -2.559
O12 -1.990 1.947 -3.824
H29 -2.586 -0.184 -2.834
H30 -4.400 -0.059 -2.818
H31 -3.314 0.647 -1.548
H32 -3.939 1.644 -4.329
H33 -2.883 3.341 -2.066
H34 -4.490 2.697 -1.802
H35 -4.111 3.782 -3.183
H36 -1.610 1.085 -3.913
C7 4.020 -2.754 -3.565
C8 2.577 -2.455 -3.192
C9 1.829 -1.669 -4.271
O13 1.910 -3.740 -3.080
H37 4.598 -1.955 -3.955
H38 4.010 -3.584 -4.207
H39 4.556 -3.185 -2.699
H40 2.481 -2.049 -2.152
H41 1.768 -2.368 -5.099
H42 2.384 -0.736 -4.556
H43 0.838 -1.389 -4.076
H44 0.962 -3.505 -2.939
C10 -1.555 -5.139 -0.731
C11 -1.315 -4.106 -1.827
C12 -2.545 -3.967 -2.795
O14 -1.038 -2.787 -1.314
H45 -0.642 -5.176 -0.184
H46 -1.647 -6.091 -1.237
H47 -2.416 -4.917 -0.163
H48 -0.519 -4.565 -2.394
H49 -3.361 -3.713 -2.087
H50 -2.851 -4.812 -3.346
H51 -2.348 -2.942 -3.238
H52 -0.160 -2.892 -0.894
C13 -0.987 0.622 6.177
C14 -1.056 1.770 5.197
C15 -0.401 3.047 5.729
O15 -0.504 1.412 3.942
H53 -1.524 -0.283 5.800
H54 -1.537 0.970 7.060
H55 0.047 0.380 6.441
H56 -2.165 1.920 5.103
H57 0.597 2.834 6.152
H58 -1.052 3.400 6.540
H59 -0.308 3.736 4.927
H60 -0.781 1.978 3.161
C16 -0.507 4.912 -2.386
C17 0.372 3.705 -2.267
C18 1.355 3.640 -3.457
O16 1.130 3.921 -1.141
H61 0.173 5.796 -2.458
H62 -1.223 5.003 -1.559
H63 -1.157 4.883 -3.281
H64 -0.230 2.857 -2.245
H65 1.669 4.699 -3.684
H66 0.998 3.157 -4.339
H67 2.197 3.106 -3.148
H68 1.685 3.155 -0.867
C19 -4.156 -1.724 -0.087
C20 -2.936 -0.930 0.506
C21 -3.385 0.346 1.280
O17 -2.091 -1.737 1.359
H69 -3.669 -2.659 -0.300
H70 -4.512 -1.348 -1.061
H71 -5.001 -1.709 0.563
H72 -2.314 -0.655 -0.349
H73 -3.913 0.023 2.187
H74 -4.138 0.913 0.715
H75 -2.586 0.953 1.622
H76 -1.772 -2.482 0.807

- ΔE to the lowest compared entry with this formula, charge and spin (kJ/mol) = 133.6
- total charge = 0
- strongest force on any atom (eV Å⁻¹) = 4.60
- gap between HOMO and LUMO (eV) = 10.3
- energy (hartree) = -2124.756843
- highest occupied orbital energy (eV) = -9.84

---

Density functional theory data (ωB97M-V with the def2-TZVPD basis set) for a gas-phase ion, C4H11N2O (charge +2) at a distorted geometry.

Element x y z (Å)
N1 1.978 1.757 0.521
C1 1.167 0.802 -0.301
C2 -0.093 0.309 0.535
N2 -0.899 -0.659 -0.007
C3 -0.287 -1.688 -0.856
C4 -2.315 -0.720 0.326
O1 -0.341 1.044 1.462
H1 1.428 2.180 1.282
H2 2.431 2.377 -0.152
H3 2.720 1.312 1.073
H4 1.833 0.003 -0.621
H5 0.794 1.345 -1.163
H6 -0.987 -2.504 -0.959
H7 0.017 -1.296 -1.822
H8 0.547 -2.156 -0.326
H9 -2.476 -1.363 1.197
H10 -2.700 0.300 0.404
H11 -2.816 -1.044 -0.592

- multiplicity = 2
- ΔE to the lowest compared entry with this formula, charge and spin (kJ/mol) = 80.4
- ⟨S²⟩ = 0.77
- total charge = +2
- strongest force on any atom (eV Å⁻¹) = 4.63
- gap between HOMO and LUMO (spin up / spin down) (eV) = 12.6 / 7.8
- energy (hartree) = -343.021758
- highest occupied orbital energy (spin up / spin down) (eV) = -20.96 / -20.74

---

Density functional theory data (ωB97M-V with the def2-TZVPD basis set) for a single C2H5N3O2S molecule at a distorted geometry.

Element x y z (Å)
N1 -1.915 1.590 -0.147
C1 -1.598 0.205 -0.086
S1 -2.603 -1.176 -0.059
O1 -0.281 -0.001 0.448
N2 0.614 1.088 -0.049
C2 1.909 0.720 -0.206
N3 2.388 -0.583 -0.136
O2 3.746 -0.617 0.119
H1 -2.948 1.919 0.139
H2 -1.121 2.226 0.605
H3 2.485 1.750 0.077
H4 1.842 -1.399 0.300
H5 4.197 -0.949 -0.628

- ΔE to the lowest compared entry with this formula, charge and spin (kJ/mol) = 624.7
- total charge = 0
- strongest force on any atom (eV Å⁻¹) = 5.32
- SMILES string = NC(=S)O/N=C\NO
- gap between HOMO and LUMO (eV) = 8.6
- energy (hartree) = -791.927266
- highest occupied orbital energy (eV) = -8.54

---

Density functional theory data (ωB97M-V with the def2-TZVPD basis set) for a molecular structure, C4H4CsO2 at a distorted geometry.

Element x y z (Å)
H1 0.668 1.157 -1.707
O1 0.238 1.047 2.885
C1 0.073 0.327 1.993
C2 -0.147 -0.492 0.973
C3 0.060 0.440 -1.146
C4 -1.265 0.590 -0.864
O2 0.754 -0.355 -0.294
Cs1 3.867 -2.619 -1.240
H2 -0.675 -1.430 1.141
H3 -1.926 -0.279 -0.838
H4 -1.646 1.612 -0.901

- ΔE to the lowest compared entry with this formula, charge and spin (kJ/mol) = 266.6
- total charge = +1
- strongest force on any atom (eV Å⁻¹) = 3.39
- gap between HOMO and LUMO (eV) = 6.7
- energy (hartree) = -325.069720
- highest occupied orbital energy (eV) = -10.63